Below is a single C22H23N3O5S molecule, with properties calculated with ωB97M-V/def2-TZVPD.

XYZ file:
```
54
C22H23N3O5S (ωB97M-V/def2-TZVPD)
C 6.011 2.174 1.037
O 5.430 2.018 -0.235
C 4.140 1.593 -0.313
C 3.340 1.259 0.773
C 2.035 0.840 0.576
C 1.511 0.734 -0.703
N 0.213 0.232 -0.939
C -0.789 1.102 -1.539
C -1.251 2.023 -0.412
O -0.488 2.853 0.049
N -2.454 1.778 0.155
C -2.684 2.186 1.542
C -3.510 1.042 2.140
C -4.154 0.451 0.920
C -5.223 -0.406 0.812
C -5.654 -0.782 -0.455
C -5.034 -0.278 -1.582
C -3.950 0.585 -1.482
C -3.489 0.910 -0.220
S -0.424 -0.861 0.154
O -1.555 -1.454 -0.495
O -0.638 -0.339 1.477
C 0.898 -2.025 0.207
C 1.407 -2.738 -0.917
C 0.931 -2.629 -2.311
N 2.379 -3.519 -0.537
O 2.540 -3.358 0.803
C 1.656 -2.465 1.261
C 1.637 -2.126 2.700
C 2.314 1.068 -1.793
C 3.607 1.497 -1.600
H 7.022 2.537 0.855
H 5.466 2.906 1.640
H 6.062 1.222 1.576
H 3.712 1.335 1.782
H 1.411 0.615 1.424
H -0.329 1.681 -2.341
H -1.570 0.449 -1.918
H -3.239 3.130 1.554
H -1.720 2.333 2.030
H -2.851 0.301 2.600
H -4.231 1.387 2.879
H -5.725 -0.773 1.695
H -6.492 -1.455 -0.558
H -5.400 -0.548 -2.561
H -3.512 1.003 -2.376
H -0.157 -2.600 -2.315
H 1.299 -1.702 -2.748
H 1.295 -3.469 -2.895
H 0.791 -1.474 2.898
H 1.558 -3.034 3.295
H 2.563 -1.623 2.974
H 1.916 0.994 -2.794
H 4.234 1.763 -2.436
```

The value obtained for the largest force on an atom is 1.42 eV/Å. As for the frontier orbital gap: 8.86 eV. The relative energy (zero: lowest compared OMol25 entry of this formula, charge and spin) is 81.28 kcal per mole. Its total charge is 0. Its structure (SMILES) is COc1ccc(N(CC(=O)N2CCc3ccccc32)S(=O)(=O)c2c(C)noc2C)cc1.